No. 1
{
  "formula": "C24H66O26P6",
  "method": "ωB97M-V/def2-TZVPD",
  "symbols": ["C", "C", "O", "C", "H", "H", "H", "H", "H", "H", "C", "C", "O", "C", "H", "H", "H", "H", "H", "H", "C", "O", "P", "O", "O", "C", "O", "C", "H", "H", "H", "H", "H", "H", "H", "H", "H", "C", "O", "P", "O", "O", "C", "O", "C", "H", "H", "H", "H", "H", "H", "H", "H", "H", "C", "O", "P", "O", "O", "C", "O", "C", "H", "H", "H", "H", "H", "H", "H", "H", "H", "C", "O", "P", "O", "O", "C", "O", "C", "H", "H", "H", "H", "H", "H", "H", "H", "H", "C", "O", "P", "O", "O", "C", "O", "C", "H", "H", "H", "H", "H", "H", "H", "H", "H", "C", "O", "P", "O", "O", "C", "O", "C", "H", "H", "H", "H", "H", "H", "H", "H", "H"],
  "xyz": [[-3.89686, -2.09869, -2.76965], [-3.01252, -3.10045, -3.43815], [-1.78624, -3.17566, -3.10597], [-3.55509, -3.82965, -4.51984], [-4.37445, -1.46795, -3.70363], [-3.36388, -1.41779, -2.03506], [-4.72099, -2.58144, -2.44343], [-2.86462, -4.65213, -5.02606], [-3.84637, -3.29343, -5.36326], [-4.19158, -4.63513, -4.40398], [0.60762, -4.14200, -5.71338], [0.86467, -2.61527, -5.77975], [1.58903, -1.99454, -4.96860], [0.05132, -1.92627, -6.99118], [-0.55213, -4.23106, -5.69887], [1.04001, -4.72444, -5.03431], [0.73098, -4.59096, -6.59422], [-0.97287, -2.04411, -6.62362], [0.50208, -2.53774, -7.97256], [0.00921, -0.87010, -6.92310], [-1.60014, 3.64700, -2.45135], [-1.81876, 3.47296, -3.80857], [-1.58905, 2.02053, -4.55648], [-2.72803, 1.12970, -4.09017], [-1.65829, 2.07735, -6.07781], [-2.80318, 2.77162, -6.67558], [-0.17401, 1.43522, -3.85883], [-0.15378, 0.12869, -3.39567], [-1.94132, 4.70138, -2.27454], [-0.61852, 3.15625, -2.23863], [-2.23716, 2.87984, -1.89482], [-2.80047, 3.92897, -6.55579], [-3.67898, 2.44704, -6.20127], [-2.85377, 2.53607, -7.63927], [-0.51204, -0.67572, -4.14223], [-0.71056, 0.00337, -2.55350], [0.86414, -0.01325, -3.03189], [1.19014, -0.65322, 3.06310], [1.78479, -1.14360, 1.87832], [0.96986, -2.13446, 0.95861], [-0.49149, -2.13461, 1.12643], [1.15953, -1.87485, -0.65438], [1.02207, -2.94298, -1.57965], [1.55383, -3.59844, 1.26273], [0.79418, -4.62486, 1.90132], [0.74043, -1.38829, 3.72700], [0.56202, -0.05198, 2.87215], [1.86902, -0.35192, 3.71802], [0.68529, -2.33977, -2.43954], [0.41816, -3.56711, -1.40927], [1.82545, -3.52315, -1.80678], [0.29474, -4.10609, 2.81639], [1.38480, -5.32005, 2.22237], [-0.05680, -4.99423, 1.24491], [-2.32847, -1.98076, 4.30015], [-2.62311, -1.03170, 3.30221], [-3.44365, -1.41429, 1.96870], [-4.85666, -1.19932, 2.33194], [-3.13225, -0.42157, 0.81953], [-2.62500, 0.90640, 1.01668], [-3.32033, -2.97023, 1.49720], [-3.18173, -3.40189, 0.16753], [-1.53263, -2.58122, 3.79683], [-3.29478, -2.55997, 4.66995], [-2.27305, -1.37499, 5.21431], [-3.27333, 1.72593, 1.44638], [-2.49088, 1.17482, -0.00238], [-1.72331, 0.86748, 1.71791], [-3.79844, -2.85008, -0.34384], [-3.26994, -4.54755, -0.08478], [-2.34502, -2.86138, -0.39130], [-1.99386, 2.91457, 8.69909], [-0.96291, 3.29759, 7.87891], [-0.39689, 2.35826, 6.86394], [-0.47015, 0.88888, 7.14737], [-1.36382, 2.76627, 5.60619], [-1.47941, 1.90562, 4.55581], [1.11227, 2.77172, 6.30909], [1.59355, 4.09188, 6.66196], [-2.56068, 2.23326, 8.09715], [-2.79255, 3.75725, 9.05921], [-1.91575, 2.20904, 9.58827], [-2.10348, 2.45300, 3.89616], [-2.00202, 1.04917, 4.59227], [-0.57300, 1.49107, 4.39394], [1.64578, 4.38046, 7.73928], [0.89815, 4.67948, 6.08546], [2.38314, 4.11386, 6.09359], [1.36007, 1.22165, -0.05904], [1.11319, 2.65918, -0.22358], [0.74377, 3.70246, 0.84341], [-0.23858, 2.98881, 1.78336], [2.04015, 3.94668, 1.74112], [2.00871, 3.48374, 3.10210], [0.05915, 4.95256, 0.19705], [-0.57160, 5.97633, 1.06133], [2.09982, 1.17960, 0.64793], [1.67843, 0.85311, -1.02026], [0.46238, 0.84935, 0.31883], [3.03210, 3.52033, 3.78135], [1.82705, 2.48392, 3.08076], [1.42825, 4.12527, 3.57624], [0.37734, 6.37994, 1.63233], [-1.36963, 5.57667, 1.57150], [-1.02998, 6.75340, 0.57528], [4.86278, 1.02349, 0.79410], [4.34885, 0.26778, -0.25317], [4.84714, -1.17531, -0.66897], [3.90951, -2.09573, -0.06988], [4.84683, -1.51971, -2.24712], [3.78113, -1.01872, -3.03638], [6.24886, -1.45528, -0.02099], [7.34540, -2.18466, -0.74129], [5.88081, 0.93646, 1.01031], [4.45488, 0.76219, 1.67674], [4.60073, 2.20354, 0.70318], [3.87915, 0.00425, -2.99061], [2.91501, -1.48166, -2.59074], [3.87804, -1.49287, -4.11333], [6.84852, -3.02597, -1.45475], [8.09853, -2.84133, -0.38860], [7.77803, -1.36915, -1.25961]],
  "homo_ha": -0.3154,
  "total_charge": 0,
  "de_lowest_ev": 4.116,
  "molar_mass_g_mol": 956.6,
  "lumo_energy_ev": 0.530,
  "homo_lumo_gap_ev": 9.112,
  "total_energy_ev": -134921.2040
}

***

No. 2
{
  "formula": "C24H67N5O9",
  "method": "ωB97M-V/def2-TZVPD",
  "symbols": ["C", "C", "O", "O", "H", "H", "H", "H", "H", "H", "C", "C", "O", "O", "H", "H", "H", "H", "H", "H", "C", "C", "C", "O", "C", "N", "H", "H", "H", "H", "H", "H", "H", "H", "H", "H", "H", "C", "C", "C", "O", "C", "N", "H", "H", "H", "H", "H", "H", "H", "H", "H", "H", "H", "C", "C", "C", "O", "C", "N", "H", "H", "H", "H", "H", "H", "H", "H", "H", "H", "H", "C", "C", "C", "O", "C", "N", "H", "H", "H", "H", "H", "H", "H", "H", "H", "H", "H", "C", "C", "C", "O", "C", "N", "H", "H", "H", "H", "H", "H", "H", "H", "H", "H", "H"],
  "xyz": [[-20.83000, -16.96600, -3.26800], [-21.73200, -18.17900, -3.49800], [-23.12100, -17.82200, -3.49700], [-19.61400, -17.07000, -3.46700], [-20.99800, -16.37800, -2.39300], [-21.23600, -16.32300, -4.01800], [-21.58900, -19.00700, -2.81600], [-21.52900, -18.67100, -4.43000], [-23.43200, -17.56300, -2.64200], [-19.46700, -17.11000, -4.43800], [-18.88400, -16.67300, -6.59600], [-19.98200, -16.35500, -7.52100], [-19.77300, -15.24800, -8.34300], [-19.10300, -17.71000, -5.98800], [-18.72300, -15.89000, -5.82400], [-17.89300, -16.71500, -7.12700], [-21.04600, -16.23100, -7.16900], [-20.18400, -17.17600, -8.17100], [-20.42000, -14.56200, -8.13000], [-19.00000, -18.42000, -6.64000], [-20.31200, -13.69600, -4.74400], [-21.45300, -13.01400, -3.97700], [-20.91800, -12.16700, -2.79900], [-20.22700, -13.05900, -1.88700], [-20.96500, -13.59900, -0.79000], [-22.36500, -12.26600, -4.74100], [-19.59800, -14.19700, -4.07500], [-19.82400, -12.95100, -5.39200], [-20.79200, -14.42900, -5.42500], [-21.97300, -13.82400, -3.57400], [-21.84800, -11.78000, -2.23000], [-20.35100, -11.29800, -3.12300], [-21.08500, -12.77800, -0.06500], [-20.50500, -14.40500, -0.23800], [-21.91500, -14.07200, -1.20800], [-22.82500, -11.48500, -4.22900], [-23.23800, -12.77900, -5.09800], [-25.39300, -10.50700, -6.11800], [-25.89800, -10.01500, -4.75100], [-25.10700, -10.59900, -3.66000], [-25.21800, -12.05100, -3.78200], [-24.90900, -12.70700, -2.50100], [-25.56200, -8.64800, -4.73300], [-25.97500, -9.99800, -6.86300], [-25.51500, -11.59000, -6.13300], [-24.38700, -10.27500, -6.24800], [-26.99400, -10.22800, -4.67600], [-25.56900, -10.33500, -2.67700], [-24.07900, -10.21200, -3.65000], [-25.54800, -12.57000, -1.65500], [-23.87700, -12.44300, -2.14800], [-24.80000, -13.79000, -2.47900], [-25.14700, -8.35300, -5.58300], [-26.15900, -7.85400, -4.68400], [-23.10300, -13.58500, -9.64400], [-23.05000, -13.41400, -8.11900], [-23.74700, -14.53700, -7.38100], [-23.71400, -14.35000, -5.96500], [-24.04000, -15.50500, -5.15900], [-21.60600, -13.38100, -7.68700], [-22.71500, -14.52000, -9.96000], [-22.52600, -12.90700, -10.16600], [-24.12600, -13.54600, -9.84700], [-23.52700, -12.44400, -7.89300], [-23.19900, -15.43100, -7.50800], [-24.69600, -14.74700, -7.85400], [-24.23100, -15.20000, -4.13400], [-23.15600, -16.11600, -5.24000], [-24.75400, -16.07800, -5.72200], [-21.32300, -12.48900, -8.02300], [-21.64900, -13.29200, -6.67500], [-24.25200, -10.06800, -9.87400], [-23.13200, -9.18500, -9.45500], [-21.76000, -9.95000, -9.56100], [-21.51000, -10.89600, -8.52700], [-21.28900, -10.29100, -7.24700], [-23.07400, -8.03800, -10.37400], [-25.30100, -9.82200, -9.54700], [-24.04400, -11.08200, -9.40000], [-24.13400, -10.23400, -10.94100], [-23.39200, -8.77100, -8.48800], [-20.82900, -9.39900, -9.58800], [-21.79700, -10.64700, -10.34900], [-20.68300, -9.41500, -7.28900], [-20.76400, -10.99000, -6.61600], [-22.27800, -10.02100, -6.80700], [-23.90100, -7.47000, -10.37500], [-22.40800, -7.39800, -10.00000], [-20.34700, -14.89600, -11.96800], [-19.06100, -14.14800, -11.53600], [-19.42200, -12.99700, -10.54900], [-18.24600, -12.61600, -9.96300], [-18.29300, -11.74500, -8.86800], [-18.07300, -15.03900, -10.96100], [-21.25600, -14.37600, -12.06200], [-20.64200, -15.64600, -11.23300], [-20.14700, -15.52200, -12.91500], [-18.73700, -13.56300, -12.41800], [-20.14600, -13.29700, -9.74200], [-19.83800, -12.17500, -11.07200], [-17.26400, -11.48300, -8.58500], [-18.96100, -12.19600, -8.15200], [-18.86500, -10.82100, -9.08200], [-18.78200, -15.35900, -10.29000], [-17.50100, -14.40100, -10.42000]],
  "homo_ha": -0.3200,
  "total_charge": 0,
  "de_lowest_ev": 6.000,
  "molar_mass_g_mol": 569.8,
  "lumo_energy_ev": 0.476,
  "homo_lumo_gap_ev": 9.182,
  "total_energy_ev": -51843.0597
}